No. 1
Formula: C8H3AlNO5S
Source: OMol25
Level of theory: the ωB97M-V functional and the def2-TZVPD basis

```
19
Properties=species:S:1:pos:R:3:nbo_charge:R:1
O -3.06932 -2.73664 -0.47312 -0.14
C -2.20616 -1.98525 -0.36168 0.55
Al -0.77154 -0.73645 -0.17657 0.62
O -2.77553 1.45640 0.56104 -0.16
C -2.02277 0.63261 0.28397 0.57
C 0.47970 -2.10551 -0.63711 0.56
O 1.23248 -2.92932 -0.91427 -0.16
C -0.93989 -0.26953 -2.02201 0.56
O -1.04112 0.01143 -3.13235 -0.17
C -0.60311 -1.20331 1.66888 0.56
O -0.50185 -1.48429 2.77913 -0.16
S 2.80773 1.88325 -0.41207 0.82
C 1.94743 2.24414 0.98080 -0.39
C 0.84059 1.41519 1.02434 -0.05
N 0.69628 0.56809 -0.01776 -0.65
C 1.74318 0.67475 -0.90106 -0.21
H 2.21541 2.99609 1.71997 0.33
H 0.12891 1.46775 1.83866 0.24
H 1.83958 0.10061 -1.80879 0.27
```

The spin multiplicity is 1. Its charge is +3. As for the energy: -1376.9954 Ha. The HOMO energy is -21.226 eV.

---

No. 2
Formula: C8H3MgNO5S
Source: OMol25
Level of theory: the ωB97M-V functional and the def2-TZVPD basis

```
19
Properties=species:S:1:pos:R:3:lowdin_spin:R:1
Mg -1.45913 1.20558 -1.56886 0.06
O 2.59127 -1.80213 2.05405 0.00
C 1.68174 -1.10268 1.33033 0.00
C 1.20705 -1.73102 0.17029 0.00
C 0.24145 -1.06544 -0.60395 0.00
N -0.18099 0.14895 -0.24170 0.00
C 0.15485 0.76924 0.87859 0.00
C 1.13948 0.10935 1.73222 0.00
C -0.48877 2.06560 1.01781 0.00
O -0.31310 2.62332 2.12999 0.00
O -1.28028 2.44271 0.05509 0.00
C -0.35988 -1.45785 -1.92941 0.00
O -0.19754 -2.64870 -2.13202 0.00
O -1.02667 -0.52977 -2.54513 0.01
H 2.94127 -1.25404 2.75636 0.00
H 1.55151 -2.70549 -0.16852 0.00
H 1.45205 0.62594 2.66056 0.00
S -4.43487 2.56907 -3.04155 0.36
C -3.21945 1.73737 -2.55415 0.57
```

The spin multiplicity is 2. Its expectation value of S² is 0.7548. Its charge is -1. As for the energy: -1336.0555 Ha. The HOMO energy (spin up / spin down) is -2.640 / -6.487 eV.

---

What is the spin multiplicity in the second record? 2

---

The lowest charge belongs to which entry? C8H3MgNO5S